# C16H33NO3

C16H33NO3 in the gas phase (wB97M-V/def2-TZVPD, OMol25).

Results
gap between HOMO and LUMO	10.09	eV
SMILES	CCCCCCCCCCCC(=O)N(CCO)CCO
2S+1	1
energy	-24760.7000	eV

Element x y z (Å)
C: -3.450 -3.254 -4.097
C: -2.165 -2.437 -4.157
C: -1.096 -2.923 -3.177
C: -1.491 -2.848 -1.700
C: -1.872 -1.454 -1.199
C: -0.738 -0.438 -1.303
C: -1.122 0.898 -0.671
C: 0.032 1.896 -0.722
C: -0.326 3.281 -0.181
C: -0.636 3.330 1.316
C: 0.552 2.904 2.187
C: 0.583 1.398 2.361
O: -0.453 0.762 2.484
N: 1.784 0.768 2.388
C: 3.072 1.426 2.461
C: 3.700 1.675 1.075
O: 3.915 0.491 0.351
C: 1.785 -0.691 2.455
C: 1.397 -1.232 3.844
O: 0.034 -1.520 3.955
H: -4.137 -2.934 -4.878
H: -3.236 -4.311 -4.242
H: -3.947 -3.132 -3.139
H: -1.753 -2.501 -5.167
H: -2.393 -1.387 -3.966
H: -0.186 -2.340 -3.336
H: -0.858 -3.964 -3.410
H: -2.330 -3.523 -1.520
H: -0.650 -3.216 -1.106
H: -2.167 -1.538 -0.150
H: -2.739 -1.085 -1.750
H: 0.145 -0.839 -0.795
H: -0.473 -0.278 -2.350
H: -1.984 1.314 -1.198
H: -1.412 0.727 0.365
H: 0.360 2.007 -1.759
H: 0.875 1.491 -0.157
H: 0.504 3.963 -0.389
H: -1.197 3.654 -0.724
H: -0.913 4.355 1.572
H: -1.484 2.687 1.548
H: 1.475 3.294 1.763
H: 0.428 3.325 3.190
H: 2.987 2.375 2.993
H: 3.742 0.780 3.033
H: 3.077 2.370 0.496
H: 4.686 2.125 1.212
H: 3.063 0.122 0.090
H: 1.057 -1.075 1.732
H: 2.780 -1.039 2.180
H: 1.709 -0.503 4.610
H: 1.921 -2.173 4.034
H: -0.453 -0.779 3.548